1.
87
Properties=species:S:1:pos:R:3:forces:R:3:lowdin_spin:R:1 method="wB97M-V/def2-TZVPD" e_lumo_ev="1.93 / 1.93" s_squared=0.752 gap_ev="2.58 / 8.48" spin_multiplicity=2 total_charge=-1
C 29.44321 25.55682 10.81381 0.02 -0.07 -0.10 0.198
Cl 28.91524 24.25023 11.96727 -0.65 -1.62 1.49 0.216
Cl 28.85433 27.10353 11.37464 -0.54 1.92 0.82 0.126
Cl 31.24215 25.56365 10.68584 2.03 0.13 -0.16 0.214
Cl 28.70001 25.26940 9.19139 -0.84 -0.41 -2.14 0.199
C 33.45550 18.00571 10.52204 -0.84 0.71 0.29 0.000
C 32.09761 18.33511 11.11978 -1.19 1.84 1.17 0.000
O 31.69327 19.51024 11.21801 1.07 -2.80 -0.46 0.001
C 31.24351 17.20047 11.68876 0.80 -0.56 0.33 0.000
H 34.10275 18.82004 10.84768 0.23 -0.15 -0.24 0.000
H 33.27633 18.09689 9.45074 0.47 -0.15 -0.19 0.000
H 33.83865 17.02789 10.81386 -0.09 0.11 -0.16 0.000
H 31.83088 16.33293 11.98956 0.60 0.05 -0.17 0.000
H 30.57681 16.74075 10.95919 -0.46 0.55 -0.02 0.000
H 30.78287 17.48957 12.63339 -0.57 0.39 -0.49 0.000
F 29.80135 15.88889 -0.66483 -0.16 -1.06 -0.40 0.000
C 29.44988 17.05933 -0.17176 -0.11 2.30 2.88 0.000
C 29.11293 17.20655 1.22653 -1.10 0.51 -1.27 0.000
C 28.79153 18.48809 1.72145 1.41 -0.36 -0.95 0.000
C 29.06032 19.58491 0.92588 0.55 1.00 -0.67 0.000
C 29.53182 19.47536 -0.38670 -0.77 -0.89 0.52 0.000
C 29.62618 18.20666 -0.94655 0.29 -0.53 0.02 0.000
H 28.88194 16.40524 1.91278 0.47 -0.56 -0.36 0.000
H 28.58594 18.71762 2.75656 -0.36 -0.58 0.13 0.000
H 29.00295 20.57310 1.35785 -0.18 0.11 0.08 0.000
H 29.81333 20.32103 -0.99661 -0.18 0.19 0.14 0.000
H 29.91992 18.09230 -1.97952 0.13 -0.10 -0.09 0.000
F 29.68341 25.21388 4.91550 0.20 0.41 -0.05 0.002
C 29.55509 26.55215 4.77909 -0.99 0.95 -0.12 0.002
C 29.03453 27.09293 3.62061 0.33 1.01 -0.60 0.000
C 28.89444 28.50115 3.53330 -1.09 -0.99 0.31 0.000
C 29.03414 29.32249 4.64030 0.54 -0.18 -1.37 0.000
C 29.53050 28.75384 5.78178 -0.05 0.04 1.28 0.001
C 29.77179 27.40188 5.85745 0.75 -1.55 0.00 0.003
H 28.75441 26.49613 2.76518 0.12 -0.22 0.03 0.000
H 28.42872 28.94272 2.66467 0.20 -0.17 -0.36 0.000
H 28.84241 30.37384 4.48442 -0.03 0.11 0.47 0.000
H 29.65619 29.32058 6.69250 0.13 0.18 0.01 0.000
H 30.17521 26.89755 6.72307 -0.12 0.35 0.49 0.001
F 28.63232 19.27001 5.26446 0.17 -0.18 0.82 0.000
C 28.97886 19.97216 6.39108 1.58 0.49 0.52 0.000
C 29.43350 19.35554 7.60471 -2.02 -0.17 -2.27 0.000
C 29.67561 20.19067 8.63217 0.59 2.64 1.91 0.000
C 29.67029 21.62693 8.55856 0.56 -1.21 -1.28 0.002
C 29.42731 22.20769 7.31964 -0.46 -1.34 -0.09 0.004
C 29.08820 21.34359 6.24099 -0.31 0.21 0.46 0.001
H 29.36586 18.28997 7.76710 0.14 -0.09 -0.22 0.000
H 29.91525 19.83943 9.62494 0.11 -0.49 -0.05 0.000
H 30.04702 22.20102 9.39217 -0.42 0.11 0.18 0.000
H 29.42654 23.27486 7.15367 0.16 0.06 0.12 0.005
H 28.87968 21.76124 5.26709 -0.10 0.05 -0.11 0.000
F 31.85949 12.48642 5.68991 0.48 1.11 0.24 0.000
C 31.92239 13.73418 6.25203 -1.01 1.15 0.54 0.000
C 30.74167 14.49452 6.31091 -0.80 -0.23 0.37 0.000
C 30.62236 15.63559 7.11216 0.67 -1.24 0.28 0.000
C 31.72866 16.00080 7.83781 0.17 1.04 -0.08 0.000
C 32.96064 15.42130 7.63704 -0.33 -0.98 0.25 0.000
C 33.06569 14.24145 6.87262 -0.16 -0.23 -0.27 0.000
H 29.79301 14.14940 5.92707 0.22 -0.47 -0.52 0.000
H 29.68440 16.09803 7.38193 -0.24 -0.09 -0.63 0.000
H 31.64682 16.79879 8.56094 0.00 0.18 -0.02 0.000
H 33.71928 15.84592 8.27779 0.70 -0.43 -0.40 0.000
H 33.96964 13.65984 6.76776 0.24 0.15 0.19 0.000
F 23.93133 22.82969 4.12087 0.67 -0.56 0.29 0.000
C 24.25708 21.56538 4.51875 0.41 0.17 0.25 0.000
C 23.45274 20.55465 4.11218 -1.62 -0.52 -1.57 0.000
C 23.52910 19.28170 4.60393 1.36 -0.39 1.04 0.000
C 24.58991 18.97565 5.48911 -0.20 -0.21 -0.87 0.000
C 25.56075 19.93819 5.73651 -1.27 0.97 0.90 0.000
C 25.32305 21.25551 5.33496 0.08 1.07 -0.13 0.000
H 22.73726 20.68528 3.31380 -0.34 0.58 0.13 0.000
H 22.76366 18.59209 4.28000 0.21 -0.35 0.17 0.000
H 24.69308 17.99358 5.92648 -0.06 -0.10 -0.01 0.000
H 26.30776 19.84019 6.51031 0.27 -0.50 -0.24 0.000
H 25.88831 22.09412 5.71394 0.47 -0.13 0.06 0.001
F 26.68476 17.04463 12.90385 -0.01 0.32 0.31 0.000
C 27.07833 18.28289 13.31020 -0.44 1.12 0.13 0.000
C 28.06539 18.94898 12.58672 0.22 0.45 0.56 0.000
C 28.44636 20.19615 13.05784 -0.92 -0.04 1.14 0.004
C 27.84571 20.71684 14.22109 1.62 1.28 -2.00 0.006
C 26.80718 20.11998 14.87981 1.28 0.58 0.21 0.001
C 26.40910 18.90813 14.40474 -0.01 -2.55 -0.97 0.000
H 28.65057 18.65432 11.72815 -0.55 -0.90 -0.14 0.000
H 29.20565 20.75466 12.53064 0.06 0.09 0.08 0.003
H 28.22755 21.69934 14.45624 -0.20 0.13 0.59 0.007
H 26.54345 20.61116 15.80479 -0.88 -0.35 0.00 0.000
H 25.64303 18.32640 14.89578 -0.14 -0.07 0.01 0.000


2.
95
Properties=species:S:1:pos:R:3:forces:R:3:mulliken_charge:R:1 method="wB97M-V/def2-TZVPD" e_lumo_ev=1.74 e_above_lowest_kcal_mol=0.0 gap_ev=5.76 total_charge=-1
Sr -0.65763 1.09883 0.39931 -0.05 0.02 0.02 0.640
C 3.35377 0.52685 -2.46430 -0.01 0.00 0.00 -1.487
C 1.99293 0.77160 -2.24254 -0.02 -0.03 0.00 -0.997
N 1.73921 0.92402 -0.94672 0.01 0.02 0.00 1.696
N 2.92375 0.78757 -0.31149 0.02 0.00 0.00 -0.366
C 3.90479 0.54827 -1.20115 0.00 -0.01 0.00 -0.269
B 3.08546 0.93352 1.21894 0.00 -0.03 0.00 -0.615
N 2.59810 2.33119 1.65126 -0.02 0.01 -0.01 -0.812
C 3.37239 3.35120 2.05962 0.01 0.00 0.02 -0.397
C 2.58590 4.48100 2.15964 0.00 0.01 -0.03 -1.667
C 1.31394 4.04088 1.76980 -0.02 -0.01 0.02 -0.966
N 1.32665 2.74599 1.47256 -0.01 -0.01 0.01 2.171
N 2.34207 -0.19451 1.96356 -0.01 0.00 0.01 -0.367
C 2.90350 -1.13612 2.74454 -0.02 0.00 -0.01 -0.455
C 1.92005 -2.01702 3.14169 -0.01 0.00 0.00 -1.784
C 0.75706 -1.52702 2.53322 0.03 0.01 0.01 -0.834
N 1.01756 -0.42745 1.83263 0.02 0.01 -0.02 2.381
H 3.85101 0.35202 -3.40225 0.00 0.00 0.00 0.452
H 1.18939 0.82610 -2.96141 0.00 0.01 0.00 0.678
H 4.92021 0.41082 -0.86820 0.00 0.01 0.00 0.505
H 4.25786 0.84383 1.48464 0.00 0.00 0.00 -0.219
H 4.42414 3.20014 2.23794 0.00 0.00 0.00 0.484
H 2.88844 5.47253 2.44950 0.00 0.00 -0.01 0.483
H 0.38550 4.58745 1.68860 0.00 0.00 0.00 0.723
H 3.96111 -1.11387 2.94924 0.00 0.00 0.00 0.529
H 2.02824 -2.89288 3.75757 0.00 0.00 0.00 0.514
H -0.25004 -1.91843 2.55338 0.00 0.00 0.00 0.458
S -2.53309 -0.83190 1.74163 0.03 0.01 0.00 -0.433
C -3.99322 -0.90229 0.78215 -0.01 0.02 0.00 0.755
C -5.03763 -1.71519 1.34252 0.01 -0.04 -0.05 -0.295
N -5.84534 -2.38696 1.81663 0.00 0.03 0.03 -0.683
C -4.20165 -0.30109 -0.42119 0.02 0.00 0.01 0.207
S -3.10638 0.73918 -1.29261 0.01 0.01 0.04 -0.213
C -5.45569 -0.53620 -1.08870 0.00 0.00 0.00 -0.209
N -6.44124 -0.71157 -1.65905 0.00 0.00 0.00 -0.653
S -2.14213 3.42415 2.16941 0.01 -0.02 0.00 -0.245
C -1.36543 2.68077 3.48757 -0.01 0.01 0.01 0.192
N -1.56969 1.40060 3.78278 0.00 0.01 0.01 0.200
C -0.84320 0.69930 4.82602 0.00 0.00 0.00 -0.801
C 0.55896 1.27525 4.92167 -0.01 0.00 0.00 0.240
C 0.45791 2.76993 5.17701 -0.01 0.00 -0.01 -0.886
N -0.50937 3.37542 4.26411 0.00 0.00 0.01 -0.170
H -2.21150 0.86852 3.18515 0.00 -0.01 0.00 -0.044
H -0.82465 -0.35617 4.55885 0.00 0.00 0.00 0.286
H -1.36510 0.79625 5.78478 0.00 0.00 0.00 0.428
H 1.08404 1.08876 3.98300 0.01 0.00 -0.01 -0.482
H 1.11648 0.79703 5.72729 0.00 0.00 0.00 0.514
H 1.42173 3.25482 5.01262 0.00 0.00 0.00 0.386
H 0.15633 2.95619 6.21247 0.00 0.00 0.00 0.373
H -0.32206 4.30233 3.92360 0.00 0.00 0.00 0.366
C 2.97767 -4.96775 -0.50808 0.01 0.00 -0.01 -0.676
C 3.15423 -3.61009 -0.28361 -0.01 0.00 0.00 -0.606
C 2.11112 -2.72604 -0.52568 -0.01 -0.03 -0.01 0.095
C 0.88685 -3.18711 -1.00247 0.02 0.05 0.01 -1.002
C 0.71878 -4.55008 -1.22847 -0.02 -0.01 0.01 0.086
C 1.75793 -5.43641 -0.97955 0.00 0.00 0.00 -0.667
As -0.48712 -1.83607 -1.34343 0.01 0.00 -0.08 2.168
C -0.19337 -1.61152 -3.27228 0.07 -0.04 -0.01 0.220
C -0.97168 -0.67571 -3.95563 -0.02 0.01 0.02 -0.193
C -0.72961 -0.39897 -5.29429 -0.01 0.01 0.00 -0.734
C 0.30212 -1.03988 -5.96612 0.01 0.00 -0.01 -0.618
C 1.08602 -1.96462 -5.29191 0.00 -0.01 0.01 -0.755
C 0.83962 -2.24961 -3.95450 -0.02 0.02 0.00 -0.317
C -2.07337 -2.96120 -1.33762 0.00 -0.02 0.02 0.004
C -3.01726 -2.93088 -2.35579 0.00 -0.01 0.01 -0.272
C -4.21639 -3.61967 -2.21896 0.01 0.01 0.00 -0.578
C -4.47526 -4.34541 -1.06742 -0.01 -0.01 0.01 -0.509
C -3.52891 -4.39168 -0.05232 0.00 0.00 -0.01 -0.802
C -2.33737 -3.69710 -0.18400 -0.01 0.00 -0.03 0.000
H 3.78678 -5.66145 -0.31374 0.00 0.00 0.00 0.369
H 4.09990 -3.23630 0.09046 0.00 0.00 0.00 0.445
H 2.24846 -1.66754 -0.33983 0.01 0.02 0.02 0.135
H -0.23096 -4.91929 -1.59607 0.00 -0.01 -0.01 0.401
H 1.61530 -6.49586 -1.15534 0.00 0.00 0.00 0.407
H -1.76991 -0.15821 -3.43248 0.00 0.00 -0.01 0.167
H -1.34871 0.32523 -5.80975 0.00 0.00 0.00 0.430
H 0.49413 -0.81932 -7.00911 0.00 0.00 0.00 0.368
H 1.89559 -2.46883 -5.80624 0.00 0.00 0.00 0.408
H 1.46866 -2.96629 -3.44239 0.00 -0.01 0.01 0.306
H -2.83861 -2.34871 -3.25008 -0.01 0.01 0.00 0.278
H -4.96251 -3.55650 -3.00067 0.00 0.00 0.00 0.404
H -5.42562 -4.84871 -0.94435 0.00 0.00 0.00 0.332
H -3.74036 -4.93055 0.86242 0.00 0.00 0.00 0.346
H -1.62333 -3.70132 0.63120 0.00 0.00 0.00 0.263
I 2.32504 6.27971 -2.14024 -0.01 0.00 0.00 0.046
C 0.49507 5.32798 -1.84250 0.01 0.01 0.00 -0.747
C -0.70130 5.99531 -2.04700 0.00 -0.01 0.01 -0.141
C -1.88030 5.30807 -1.81299 0.00 0.00 0.00 -1.028
C -1.81783 3.99290 -1.37873 0.00 0.01 0.00 -0.299
N -0.66092 3.35873 -1.18263 0.01 -0.03 0.00 0.743
C 0.47692 4.01096 -1.41404 -0.01 0.00 0.00 -0.155
H -0.71153 7.02525 -2.37798 0.00 0.00 0.00 0.389
H -2.84032 5.78394 -1.95701 0.00 0.00 0.00 0.436
H -2.71454 3.41558 -1.17828 0.00 0.00 0.00 0.395
H 1.39339 3.46133 -1.23770 0.00 0.00 0.00 0.149